[1]
The following is a quantum chemistry calculation of C28H44BrHgN3P2S as an isolated structure, from the Open Molecules 2025 dataset.

The value obtained for the max |F| is 0.0673 Eh/bohr. Its multiplicity is 1. The total energy is -5065.131312 Eh. The HOMO energy (alpha / beta) comes out at -12.66 / -12.63 eV. As for the charge: +2.

Positions of all 80 atoms, in Å:
1 C 1.85518 -2.98613 -7.38757
2 C 2.69021 -2.67963 -6.28400
3 C 4.06435 -2.90235 -6.47006
4 C 4.54383 -3.32224 -7.71931
5 N 3.72238 -3.56068 -8.70429
6 C 2.43286 -3.40112 -8.59534
7 C 2.20418 -2.18906 -4.99926
8 C 1.66676 -1.91430 -3.93761
9 C 0.70989 -2.03491 -2.90626
10 C -0.24518 -1.02624 -2.80026
11 C -1.14048 -1.07236 -1.77915
12 C -1.15430 -2.16949 -0.93619
13 C -0.02411 -2.99561 -0.85291
14 C 0.89019 -2.94602 -1.90005
15 Hg 1.55614 -0.04298 0.01935
16 P -0.80007 2.27191 0.88529
17 H 4.72186 -2.75625 -5.62066
18 H 0.77763 -2.91752 -7.29976
19 H 5.61188 -3.43509 -7.83575
20 H 1.80854 -3.58989 -9.45900
21 H 1.72130 -3.61922 -1.95843
22 H -0.32591 -0.26175 -3.54034
23 H 0.16997 -3.66411 -0.04023
24 H -1.85248 -0.26604 -1.57649
25 C -1.31916 3.03087 2.46782
26 C -0.66082 4.35183 2.93279
27 H -1.12246 2.28267 3.27262
28 H -2.41275 3.21014 2.46441
29 H -1.05615 4.71070 3.89851
30 H 0.41874 4.25900 3.09992
31 H -0.81727 5.18527 2.23729
32 C 0.91727 2.98551 0.48355
33 C 1.16896 3.21129 -1.00577
34 H 1.69560 2.24237 0.78918
35 H 1.20016 3.85249 1.09442
36 H 2.24889 3.20071 -1.22610
37 H 0.74593 2.39348 -1.60547
38 H 0.74861 4.15933 -1.36598
39 C -1.87438 3.12889 -0.34933
40 C -1.95595 4.64855 -0.24671
41 H -2.88764 2.70046 -0.20699
42 H -1.56427 2.83046 -1.36358
43 H -2.53694 5.05813 -1.08442
44 H -2.47688 4.97241 0.66381
45 H -0.97228 5.13584 -0.29056
46 Br -2.28003 -2.00024 0.59245
47 P 2.15639 -1.14507 2.75038
48 C 2.33957 0.70124 2.81621
49 C 3.19204 1.42122 3.88019
50 H 1.31264 1.13718 2.82925
51 H 2.86836 0.97010 1.88150
52 H 3.28161 2.48245 3.55096
53 H 2.65348 1.35325 4.84375
54 H 4.18496 0.93280 3.90963
55 C 0.57474 -1.87400 3.54916
56 C 0.80222 -3.00769 4.60614
57 H -0.09207 -2.20181 2.71497
58 H 0.06856 -1.01537 4.05489
59 H -0.18631 -3.25751 5.04209
60 H 1.24393 -3.90787 4.13043
61 H 1.46806 -2.62661 5.40638
62 C 2.75244 -2.04352 1.27909
63 C 4.27632 -2.17621 1.08641
64 H 2.50761 -1.59054 0.26097
65 H 2.26123 -3.02106 1.22564
66 H 4.46285 -2.74766 0.16523
67 H 4.76620 -1.20027 0.95962
68 H 4.71496 -2.69945 1.93396
69 S -4.11053 0.59228 -0.31626
70 C -5.04762 0.48768 1.06783
71 N -5.97760 1.39392 1.46174
72 C -6.91585 0.88270 2.44338
73 C -6.35920 -0.50648 2.75473
74 N -5.17688 -0.59473 1.90835
75 H -6.23407 2.16398 0.79152
76 H -7.91730 0.85245 2.00878
77 H -6.92187 1.50920 3.33835
78 H -7.08677 -1.28387 2.49559
79 H -6.07438 -0.62293 3.80347
80 H -4.59951 -1.42685 1.81207

Atomic partial charges in e from the Mulliken method, atoms 1 to 5: atom 1 (C): -0.45, atom 2 (C): 0.59, atom 3 (C): -0.41, atom 4 (C): -0.32, atom 5 (N): -0.55

[2]
The following is a quantum chemistry calculation of C17H18BClN6O2Os as an isolated structure, from the Open Molecules 2025 dataset.

The value obtained for the max |F| is 0.0781 Eh/bohr. The energy above the lowest of the compared OMol25 structures with the same formula, charge and spin comes out at 0.0 kcal/mol. Its multiplicity is 5. The total energy is -1712.670239 Eh. The HOMO energy (alpha / beta) comes out at -13.75 / -14.54 eV. The expectation value of S² is 6.037. As for the charge: +2.

Positions of all 46 atoms, in Å:
1 H 0.99831 3.52316 0.07730
2 N 0.75801 1.94941 -1.32602
3 B 0.49845 0.56605 -3.46402
4 N 0.80016 1.89151 -2.73240
5 C 1.10037 3.11178 -3.19739
6 Os 0.48746 0.38324 -0.10857
7 H 1.20003 3.25861 -4.26526
8 C 1.22718 3.98830 -2.12811
9 H 1.45232 5.04119 -2.17348
10 C 1.00326 3.24922 -0.97021
11 H 0.60558 0.65013 -4.65073
12 C -2.36370 -2.75112 2.58223
13 H -1.98151 -3.06162 3.56056
14 H -1.51638 -2.44184 1.96308
15 H -2.85888 -3.60337 2.10280
16 N -0.95634 0.16213 -3.05693
17 N 1.42762 -0.50493 -2.84692
18 N -1.21530 0.01401 -1.71298
19 N 1.51731 -0.65040 -1.44599
20 C -2.08789 -0.10766 -3.73183
21 C 2.17513 -1.45922 -3.41567
22 H -2.08761 -0.04822 -4.80935
23 H 2.25463 -1.49827 -4.49498
24 C -3.07422 -0.42830 -2.82136
25 C 2.73247 -2.25574 -2.42451
26 C -2.49398 -0.34100 -1.55330
27 C 2.30858 -1.73996 -1.20727
28 H -4.09384 -0.69654 -3.02338
29 H 3.37030 -3.11498 -2.55109
30 H -2.88658 -0.50167 -0.55293
31 H 2.47336 -2.05813 -0.18736
32 H -3.01378 -1.96299 2.69565
33 Cl -0.35590 1.19274 7.67310
34 C 0.26889 0.81700 6.12363
35 C 0.73547 -0.48098 5.85379
36 C 1.16832 -0.80303 4.56761
37 C 1.15306 0.17643 3.56729
38 C 0.77927 1.48918 3.86171
39 C 0.31228 1.81181 5.13499
40 C 1.42283 -0.20463 2.15607
41 O 1.40308 -1.37610 1.72788
42 O 1.64872 0.85006 1.34166
43 H 0.73176 -1.22860 6.64265
44 H 1.51187 -1.80802 4.32708
45 H 0.82886 2.25030 3.08336
46 H -0.02662 2.81956 5.35566

Atomic partial charges in e from the natural (NBO) method, atoms 1 to 5: atom 1 (H): 0.24, atom 2 (N): -0.32, atom 3 (B): 0.53, atom 4 (N): -0.30, atom 5 (C): 0.07

[3]
The following is a quantum chemistry calculation of a 2-piece molecular cluster, C2H2BrO2S2 overall, from the Open Molecules 2025 dataset.

The value obtained for the max |F| is 0.0413 Eh/bohr. The energy above the lowest of the compared OMol25 structures with the same formula, charge and spin comes out at 40.4 kcal/mol. Its multiplicity is 1. The total energy is -3598.308508 Eh. The HOMO energy (alpha / beta) comes out at -3.79 / -3.80 eV. As for the charge: -1.

Positions of all 9 atoms, in Å:
1 C -0.81303 -0.04015 0.18449
2 C 0.42585 0.27674 0.87853
3 O -1.06508 -1.34624 -0.02802
4 O -1.64335 0.79213 -0.08988
5 S 1.00837 0.05902 -1.77098
6 S 1.18410 -0.95357 1.63023
7 Br 0.69054 2.09154 1.20611
8 H 1.00190 1.04563 -2.68930
9 H -0.78930 -1.92510 0.67881

Atomic partial charges in e from the natural (NBO) method, atoms 1 to 5: atom 1 (C): 0.68, atom 2 (C): -0.34, atom 3 (O): -0.70, atom 4 (O): -0.60, atom 5 (S): -0.68